5 unconnected molecules or ions with the total composition C42H39NO18. Source: the OMol25 dataset; level of theory: wB97M-V/def2-TZVPD.

HOMO level   -6.546 eV
SMILES string   CC(C)=CCC[C@H](C)CCc1ccc2c(c1)C(=O)NC2=O.O=C1C=C(O)C(=O)C=C1O.O=C1C=C(O)C(=O)C=C1O.O=C1C=C(O)C(=O)C=C1O.O=C1C=C(O)C(=O)C=C1O
Max |F|   0.181 Eh/bohr
2S+1   1
Gap between HOMO and LUMO   4.6 eV
E_tot   -82510.252 eV

Positions of all 100 atoms, in Å:
C  3.35  1.20  -0.36
C  2.43  0.67  -1.65
C  2.84  1.36  -3.11
C  1.36  -0.34  -1.47
C  -0.23  -0.01  -1.13
C  -1.11  -1.09  -2.05
C  -2.32  -1.79  -1.20
C  -1.78  -3.34  -0.86
C  -3.75  -1.90  -1.98
C  -4.19  -0.41  -2.52
C  -5.77  -0.03  -2.29
C  -6.80  -0.09  -3.61
C  -8.40  0.32  -3.53
C  -9.00  0.78  -2.08
C  -8.03  0.86  -0.75
C  -6.44  0.45  -0.84
C  -8.97  1.40  0.48
O  -8.74  1.59  1.78
N  -10.30  1.73  -0.22
C  -10.53  1.26  -1.66
O  -11.66  1.29  -2.40
H  2.78  0.97  0.64
H  3.65  2.35  -0.47
H  4.35  0.55  -0.41
H  4.03  1.34  -3.15
H  2.47  0.73  -4.02
H  2.53  2.50  -3.16
H  1.63  -1.49  -1.58
H  -0.47  -0.12  0.03
H  -0.47  1.11  -1.42
H  -1.45  -0.48  -3.00
H  -0.40  -1.96  -2.45
H  -2.53  -1.27  -0.16
H  -2.52  -3.90  -0.14
H  -0.68  -3.28  -0.40
H  -1.74  -3.89  -1.91
H  -4.59  -2.41  -1.31
H  -3.56  -2.59  -2.94
H  -3.85  -0.34  -3.65
H  -3.56  0.39  -1.91
H  -6.28  -0.40  -4.63
H  -9.07  0.29  -4.51
H  -5.76  0.50  0.10
H  -10.37  2.78  -0.15
O  6.73  0.29  -0.22
C  7.14  -0.63  0.47
C  6.62  -0.89  1.82
C  7.10  -1.90  2.56
O  6.62  -2.14  3.83
C  8.16  -2.80  2.03
O  8.59  -3.71  2.73
C  8.66  -2.56  0.67
C  8.18  -1.55  -0.07
O  8.64  -1.33  -1.35
H  5.85  -0.22  2.19
H  7.12  -2.92  4.15
H  9.42  -3.23  0.29
H  8.14  -0.54  -1.67
O  -1.31  -0.86  7.09
C  -1.34  -0.67  5.88
C  -1.94  0.53  5.29
C  -1.97  0.70  3.96
O  -2.53  1.83  3.40
C  -1.40  -0.33  3.04
O  -1.46  -0.15  1.83
C  -0.78  -1.52  3.64
C  -0.75  -1.68  4.96
O  -0.16  -2.80  5.53
H  -2.35  1.27  5.97
H  -2.43  1.71  2.43
H  -0.36  -2.25  2.96
H  -0.26  -2.68  6.50
O  11.23  2.18  7.36
C  10.53  1.17  7.26
C  9.44  1.06  6.29
C  8.69  -0.04  6.22
O  7.66  -0.15  5.30
C  8.93  -1.20  7.13
O  8.22  -2.19  7.05
C  10.04  -1.10  8.09
C  10.79  0.00  8.15
O  11.84  0.10  9.05
H  9.27  1.91  5.64
H  7.27  -1.04  5.45
H  10.22  -1.95  8.73
H  12.23  0.99  8.90
O  -6.06  0.00  -7.22
C  -6.22  1.19  -7.46
C  -5.26  2.22  -7.04
C  -5.48  3.51  -7.30
O  -4.57  4.48  -6.92
C  -6.71  3.95  -8.02
O  -6.89  5.15  -8.23
C  -7.66  2.92  -8.46
C  -7.44  1.63  -8.20
O  -8.33  0.66  -8.61
H  -4.37  1.88  -6.52
H  -4.96  5.33  -7.22
H  -8.54  3.26  -8.99
H  -7.95  -0.19  -8.30

***

A molecular structure, C27H45N7OTm. Source: the OMol25 dataset; level of theory: wB97M-V/def2-TZVPD.

HOMO level (spin up / spin down)   -16.913 / -16.914 eV
Max |F|   0.008 Eh/bohr
2S+1   3
Gap between HOMO and LUMO (spin up / spin down)   8.4 / 8.4 eV
E_tot   -70718.417 eV
Total charge   +3

Positions of all 81 atoms, in Å:
Tm  0.18  -0.15  0.03
N  -1.13  -1.42  1.72
C  -2.24  -0.49  2.11
C  -1.66  0.82  2.62
N  -0.87  1.55  1.58
C  -1.66  2.58  0.84
C  -2.20  2.06  -0.47
N  -1.07  1.56  -1.31
H  -1.54  -2.31  1.44
H  -0.59  -1.64  2.55
H  -2.87  -0.92  2.89
H  -2.87  -0.33  1.24
H  -0.99  0.60  3.46
H  -2.46  1.44  3.01
H  -0.16  2.06  2.10
H  -0.99  3.42  0.63
H  -2.47  2.96  1.46
H  -2.75  2.86  -0.96
H  -2.90  1.23  -0.32
H  -0.53  2.37  -1.61
H  -1.45  1.18  -2.18
C  5.86  0.27  -4.68
C  4.62  -0.60  -4.90
C  3.93  -0.19  -6.21
C  5.05  -2.08  -4.97
C  3.62  -0.45  -3.77
C  3.79  0.43  -2.70
C  2.82  0.51  -1.73
N  1.70  -0.22  -1.74
C  1.50  -1.07  -2.77
C  2.43  -1.19  -3.78
C  0.22  -1.82  -2.76
C  -0.16  -2.67  -3.77
C  -1.39  -3.34  -3.75
C  -2.21  -3.09  -2.64
C  -1.77  -2.24  -1.66
N  -0.59  -1.61  -1.68
C  -1.77  -4.27  -4.88
C  -1.83  -3.45  -6.18
C  -3.13  -4.93  -4.65
C  -0.70  -5.37  -5.00
H  6.55  0.11  -5.51
H  6.39  0.01  -3.76
H  5.62  1.33  -4.67
H  4.65  -0.30  -7.03
H  3.61  0.85  -6.18
H  3.07  -0.82  -6.44
H  5.78  -2.20  -5.77
H  4.21  -2.74  -5.20
H  5.51  -2.41  -4.04
H  4.67  1.05  -2.62
H  2.95  1.19  -0.89
H  2.25  -1.88  -4.59
H  0.50  -2.83  -4.61
H  -3.18  -3.56  -2.55
H  -2.40  -2.05  -0.79
H  -2.57  -2.65  -6.12
H  -2.10  -4.10  -7.01
H  -0.86  -3.00  -6.42
H  -3.94  -4.19  -4.60
H  -3.15  -5.53  -3.73
H  -3.35  -5.60  -5.48
H  0.29  -4.96  -5.24
H  -0.97  -6.05  -5.81
H  -0.62  -5.95  -4.08
N  1.93  -0.21  1.57
C  2.88  -0.36  2.24
N  3.90  -0.50  2.99
C  5.25  -0.02  2.57
C  5.96  0.54  3.79
O  5.99  -0.42  4.82
C  4.69  -0.72  5.29
C  3.88  -1.38  4.20
H  5.14  0.74  1.80
H  5.80  -0.87  2.17
H  5.47  1.46  4.13
H  6.99  0.77  3.53
H  4.19  0.19  5.64
H  4.80  -1.41  6.13
H  2.85  -1.53  4.51
H  4.32  -2.34  3.92

***

A molecular structure, C9H21INOP2Ru. Source: the OMol25 dataset; level of theory: wB97M-V/def2-TZVPD.

HOMO level (spin up / spin down)   -15.346 / -17.036 eV
Max |F|   0.164 Eh/bohr
2S+1   6
Gap between HOMO and LUMO (spin up / spin down)   9.2 / 6.2 eV
E_tot   -42450.135 eV
Total charge   +2
ΔE to the lowest compared entry with this formula, charge and spin   0.0 kcal/mol

Positions of all 36 atoms, in Å:
C  -1.31  1.42  -0.61
I  2.16  -3.07  0.74
H  -2.27  0.95  -0.35
H  -1.28  1.65  -1.69
H  -1.17  2.35  -0.04
Ru  0.36  0.25  -0.11
P  -0.35  -1.18  -1.95
C  0.89  -0.93  -3.27
C  -0.39  -3.01  -1.81
H  -0.85  -3.46  -2.70
H  -2.02  -1.59  -3.68
H  -0.97  -3.28  -0.92
H  -2.77  -1.04  -2.15
H  1.87  -1.22  -2.87
H  0.64  -3.39  -1.69
C  -1.93  -0.88  -2.84
H  0.65  -1.55  -4.15
H  -1.96  0.15  -3.22
H  0.91  0.13  -3.56
P  0.11  0.95  2.16
C  1.47  2.10  2.61
C  -1.34  1.88  2.72
H  -0.45  -1.18  3.13
H  0.01  -0.03  4.42
H  1.27  -0.80  3.41
C  0.25  -0.39  3.41
H  -2.24  1.29  2.53
H  -1.29  2.10  3.79
H  1.32  2.51  3.62
H  1.51  2.93  1.89
H  -1.42  2.82  2.16
H  2.40  1.52  2.57
C  1.35  1.41  -1.13
O  1.89  2.09  -1.91
N  2.95  -1.04  1.00
C  2.02  -0.46  0.48

***

A molecular structure, C15H23KN6O4P. Source: the OMol25 dataset; level of theory: wB97M-V/def2-TZVPD.

HOMO level   -5.675 eV
Max |F|   0.027 Eh/bohr
2S+1   1
Gap between HOMO and LUMO   8.1 eV
E_tot   -58679.407 eV
Total charge   -1
ΔE to the lowest compared entry with this formula, charge and spin   8.6 kcal/mol

Positions of all 50 atoms, in Å:
K  -0.72  0.44  -0.20
N  0.05  -3.75  -0.15
C  0.04  -2.68  -0.96
N  0.91  -1.80  -0.53
C  1.43  -2.36  0.59
N  0.92  -3.56  0.85
C  2.39  -1.70  1.44
C  3.14  -2.41  2.39
N  3.92  -1.80  3.27
C  3.97  -0.46  3.19
C  3.31  0.23  2.20
N  2.52  -0.37  1.33
H  -0.56  -4.55  -0.14
H  -0.58  -2.58  -1.82
H  3.10  -3.49  2.43
H  4.57  0.03  3.95
H  3.38  1.30  2.09
N  0.75  3.57  1.16
C  0.12  2.76  0.61
C  -5.48  0.51  -2.25
C  -4.97  0.82  -0.84
C  -6.14  1.04  0.13
C  -4.11  2.08  -0.89
O  -4.24  -0.27  -0.30
P  -3.07  -1.08  -1.12
O  -2.34  -1.81  -0.05
O  -2.33  -0.19  -2.04
O  -3.90  -2.11  -2.09
C  -4.53  -3.29  -1.65
C  -5.37  -3.05  -0.39
C  -3.47  -4.36  -1.37
C  -5.43  -3.75  -2.80
H  -5.99  1.38  -2.65
H  -6.16  -0.34  -2.23
H  -4.63  0.26  -2.87
H  -6.76  1.87  -0.22
H  -5.75  1.27  1.12
H  -6.74  0.14  0.20
H  -4.73  2.93  -1.18
H  -3.31  1.95  -1.61
H  -3.67  2.28  0.09
H  -4.73  -2.65  0.39
H  -5.81  -3.99  -0.05
H  -6.16  -2.34  -0.60
H  -2.78  -3.94  -0.64
H  -2.94  -4.59  -2.28
H  -3.92  -5.27  -0.97
H  -6.21  -3.01  -2.99
H  -5.90  -4.70  -2.56
H  -4.84  -3.86  -3.71